[1]
C7H20ClFeScSi | ωB97M-V with the def2-TZVPD basis set

```
31
Properties=species:S:1:pos:R:3:forces:R:3:mulliken_spin:R:1
Sc -1.294268 -1.010738 1.179338 2.3 0.7 -0.3 0.1081
Cl -2.440338 -2.918712 1.398066 -1.4 -1.4 0.0 0.0000
C 0.173643 -1.093269 2.730712 0.3 -0.1 0.3 0.0161
H 0.262109 -0.101863 3.207555 0.1 -0.3 -0.1 -0.0018
H 1.166945 -1.363454 2.314730 -0.4 0.2 0.1 0.0030
H -0.095081 -1.832269 3.499327 0.1 0.1 -0.1 0.0018
Fe 1.511733 -1.479415 -1.314384 0.2 -0.3 -0.6 3.8030
C 0.821953 -1.133585 -3.141682 -1.3 0.1 -0.7 0.0128
C 2.728388 -3.052267 -1.376144 0.0 -1.6 0.4 0.0902
C 2.861963 -0.255363 -1.089242 -0.4 2.4 2.6 0.7341
H 3.691184 -2.796872 -0.885977 -0.5 -0.4 -0.3 0.0071
H 2.212945 -3.894187 -0.843345 0.7 0.1 -0.4 0.0338
H 2.874783 -3.319099 -2.448837 0.0 0.1 0.7 0.0142
H 1.061710 -0.080320 -3.398599 -0.3 -0.6 0.0 0.0191
H 1.308800 -1.841779 -3.841886 -0.3 0.4 0.3 0.0133
H -0.279106 -1.303132 -3.126797 0.4 0.2 -0.6 0.0336
H 3.468764 -0.439054 -0.146591 0.1 0.5 -1.1 0.0147
H 2.502303 0.833948 -1.135954 1.0 -0.9 -0.1 0.0440
C -0.365241 3.020924 0.179790 0.2 0.3 -0.2 -0.0015
Si -1.297092 1.506645 0.717581 1.0 -0.9 -0.4 0.0492
C -2.116207 1.889111 2.365124 -0.4 0.6 0.1 0.0111
C -2.638346 1.188587 -0.580841 -0.4 0.4 -0.1 -0.0116
H 0.434215 3.256829 0.893585 -0.2 0.0 -0.2 0.0008
H -1.072067 3.861461 0.131752 0.2 0.1 0.0 0.0010
H 0.090254 2.870950 -0.812145 -0.1 0.1 0.4 -0.0016
H -2.731292 2.781944 2.184437 -0.2 -0.1 0.4 0.0004
H -2.757667 1.089933 2.763685 0.0 0.2 0.0 0.0009
H -1.356804 2.132884 3.120077 -0.2 -0.1 -0.2 -0.0011
H -3.265246 2.088065 -0.568590 -0.4 -0.2 -0.3 0.0007
H -2.181458 1.087273 -1.579770 -0.1 0.0 0.4 0.0082
H -3.281479 0.306824 -0.394975 0.1 0.3 -0.1 -0.0035
```
Positions in Å, forces in eV/Å.

Results
- Frontier orbital gap (alpha / beta): 4.67 / 5.89 eV
- Charge: -1
- E_tot: -83066.0144 eV
- Energy above the lowest of the compared OMol25 structures with the same formula, charge and spin: 14.0 kcal per mole
- Spin multiplicity: 6

=====

[2]
C7H20ClLuSiV | ωB97M-V with the def2-TZVPD basis set

```
31
Properties=species:S:1:pos:R:3:forces:R:3:mulliken_spin:R:1
V -1.148868 0.093213 0.320066 -0.6 -2.0 -0.9 2.2987
Cl -1.158342 2.181410 -0.579747 0.2 0.4 -0.8 0.0198
C -2.920411 -0.407628 1.323738 0.3 -0.1 -0.2 -0.0882
H -2.738736 -0.920592 2.292347 -0.3 0.2 -0.5 0.0117
H -3.500971 -1.055196 0.636185 0.0 0.2 0.4 0.0120
H -3.446958 0.551703 1.481333 0.0 -0.4 0.1 0.0056
Lu -0.138130 0.230901 -2.595252 -0.5 0.3 0.7 -0.0008
C 1.992586 0.731760 -3.145872 0.6 0.1 -0.2 0.0014
C -1.645916 -0.003818 -4.254215 -0.3 0.1 -0.5 0.0011
C -0.332164 -1.486753 -1.253778 -0.6 1.0 1.6 -0.1034
H -2.023243 -1.031912 -4.193439 -0.1 0.1 -0.1 0.0006
H -2.490581 0.685136 -4.109596 0.0 -0.1 -0.2 -0.0003
H -1.214422 0.160764 -5.249574 -0.2 0.0 -0.1 -0.0001
H 2.680613 -0.057406 -2.813389 0.1 0.1 -0.1 0.0006
H 2.067119 0.830396 -4.239318 0.2 0.0 0.1 -0.0001
H 2.301596 1.683183 -2.685811 0.1 -0.1 -0.1 -0.0004
H -1.171708 -2.095767 -0.864951 0.1 -0.2 -0.3 0.0011
H 0.589928 -1.889988 -0.797234 -0.1 0.0 0.0 0.0202
C 2.225676 0.780798 1.164963 0.3 0.0 0.1 0.0082
Si 0.631383 0.051298 1.853388 0.2 0.1 0.2 -0.2037
C 1.041964 -1.596998 2.667280 0.1 -0.2 0.1 0.0097
C -0.052493 1.220271 3.170737 0.2 0.2 0.5 0.0044
H 2.642593 0.116189 0.394580 0.0 0.2 0.2 0.0030
H 2.960352 0.896902 1.976379 0.0 0.1 -0.2 -0.0054
H 2.039416 1.759267 0.702482 0.1 -0.2 0.1 0.0027
H 1.791078 -1.458806 3.458993 -0.1 -0.2 0.0 -0.0045
H 0.138163 -2.046675 3.099669 0.2 0.1 0.0 0.0014
H 1.437987 -2.293778 1.912544 -0.1 0.2 0.2 0.0015
H 0.695022 1.328918 3.967322 -0.2 0.2 0.1 -0.0042
H -0.270168 2.214420 2.749334 0.1 -0.3 0.1 0.0061
H -0.982361 0.828791 3.610850 0.3 0.1 -0.1 0.0012
```
Positions in Å, forces in eV/Å.

Results
- Frontier orbital gap (alpha / beta): 6.95 / 6.79 eV
- Charge: -1
- E_tot: -87290.5035 eV
- Spin multiplicity: 3

=====

[3]
C7H20ClO5 | ωB97M-V with the def2-TZVPD basis set

```
33
Properties=species:S:1:pos:R:3:forces:R:3:lowdin_charge:R:1
Cl 0.935449 -1.058860 1.319665 -0.2 0.4 -0.2 -0.4573
C -1.741702 1.618550 -2.184892 0.2 -0.3 0.8 -0.0534
C -1.861274 1.857617 -0.656255 0.1 0.7 -1.4 -0.5418
C -3.059049 2.714155 -0.351016 -0.4 0.2 0.3 -0.0674
O -1.938744 0.664313 0.038448 0.0 -0.5 0.2 -0.0444
H -1.787732 2.548068 -2.752324 -0.2 0.0 -0.1 0.0653
H -2.525812 0.912196 -2.457538 0.0 0.1 -0.3 0.0748
H -0.754745 1.184163 -2.344025 -0.1 -0.2 -0.2 0.0636
H -0.888052 2.278168 -0.403132 -0.2 0.9 0.3 0.1084
H -3.988894 2.182258 -0.552434 0.0 -0.2 -0.6 0.0757
H -3.012786 3.610919 -0.968886 -0.2 0.2 0.2 0.0698
H -3.201787 2.951404 0.703239 0.6 0.3 0.1 0.0725
H -1.003741 0.494777 0.174977 0.3 -1.4 0.7 0.0020
C 1.964744 2.991342 -0.701212 -1.3 -0.8 1.9 -0.1945
C 3.282699 3.047212 0.107840 -0.4 0.4 -1.4 -0.2795
O 3.085906 2.407257 1.328871 0.0 -0.7 0.3 -0.0548
O 1.482821 1.606614 -0.959898 1.5 2.3 -0.8 -0.1129
H 1.929677 3.704890 -1.524449 0.3 -0.8 -0.6 0.1096
H 1.164632 3.338047 -0.047211 0.1 0.6 0.3 0.0969
H 3.659620 4.042503 0.343280 -0.5 0.7 -0.5 0.1044
H 4.029569 2.649243 -0.579115 0.4 -0.8 0.3 0.1101
H 3.935342 2.193221 1.721616 -0.1 -0.2 0.0 0.0922
H 1.411978 1.265489 -0.065355 0.0 -1.0 0.5 -0.0167
C 0.549159 -5.371523 0.873651 -1.9 -2.0 1.7 -0.3101
C -0.854088 -5.170437 1.554780 1.7 3.0 1.0 -0.1739
O -0.728856 -3.903467 2.360096 -0.9 -2.6 -0.7 -0.1359
O 0.862544 -4.309189 0.086835 0.5 0.9 -1.2 -0.0649
H 0.445477 -6.318758 0.344411 0.3 -0.3 -0.5 0.0983
H 1.342418 -5.517715 1.606774 -0.1 0.2 0.2 0.1175
H -1.228228 -5.918926 2.253260 0.4 -0.2 -0.1 0.0995
H -1.582495 -5.012607 0.759399 -0.2 -0.1 -0.1 0.0963
H -0.388040 -3.246969 1.748163 0.4 0.8 -0.2 -0.0473
H 0.463991 -4.433953 -0.777565 -0.1 0.3 0.0 0.0979
```
Positions in Å, forces in eV/Å.

Results
- Frontier orbital gap: 7.29 eV
- Charge: -1
- E_tot: -30343.5070 eV
- Energy above the lowest of the compared OMol25 structures with the same formula, charge and spin: 0.0 kcal per mole

=====

[4]
C7H20F2N4NiO12S2 | ωB97M-V with the def2-TZVPD basis set

```
48
Properties=species:S:1:pos:R:3:forces:R:3:mulliken_spin:R:1
Ni 15.831748 5.180821 2.074232 -1.6 1.3 1.0 1.7835
N 16.859075 4.250569 0.640343 2.3 -0.2 -2.2 0.0254
S 16.564083 2.949831 -0.235006 -3.1 -3.4 -0.2 0.0004
O 17.454596 1.843923 -0.115974 0.6 0.6 0.2 0.0033
O 16.053362 3.233809 -1.532593 -0.1 0.3 0.2 0.0031
F 15.322919 2.420929 0.627040 -0.1 0.6 -0.2 -0.0002
S 18.259318 4.683393 -0.167445 2.8 3.4 2.0 0.0018
O 18.200393 5.123799 -1.512700 -0.8 -0.8 -0.1 0.0024
O 19.395752 3.964154 0.303930 -0.5 -0.7 -0.3 0.0015
F 18.494500 6.074559 0.601904 -0.5 -0.2 0.0 0.0004
O 14.603728 6.135546 3.233327 0.6 0.2 0.3 0.0773
H 13.655699 6.185311 3.365599 0.1 -0.4 -0.3 -0.0002
C 14.875107 8.967235 1.864496 0.3 -0.5 0.5 0.0014
N 15.606543 8.214421 0.799828 0.4 1.4 0.3 0.0027
O 16.119371 7.148002 1.084543 0.0 -0.5 -0.4 0.0074
O 15.806547 8.797912 -0.236072 -0.2 -0.3 -0.3 0.0073
H 13.911739 8.492943 2.009828 0.0 0.0 0.0 -0.0003
H 14.819063 10.014498 1.598825 -0.1 -0.1 -0.3 0.0002
H 15.485495 8.816796 2.752211 -0.2 0.0 0.1 -0.0004
C 19.575219 6.830003 3.645187 -0.4 -0.2 -1.0 0.0031
N 18.082187 6.808539 3.630444 0.0 0.0 0.5 0.0006
O 17.485001 7.742621 4.092585 -0.1 0.0 -0.2 -0.0017
O 17.574698 5.813647 3.132211 0.2 -0.5 0.1 0.0202
H 19.814384 6.839101 2.580075 0.2 0.3 0.1 -0.0001
H 19.933439 5.869607 4.001043 -0.1 0.1 0.4 0.0002
H 19.882684 7.725098 4.166226 0.2 -0.1 0.1 -0.0001
C 12.002165 5.046336 -0.451298 -0.4 0.3 -0.4 0.0020
N 13.084021 5.734415 0.296188 0.9 -0.2 -1.2 0.0055
O 13.079302 6.941752 0.270207 -0.2 0.1 0.4 -0.0023
O 13.993835 5.046696 0.718314 -0.1 -0.6 0.2 0.0104
H 11.988668 3.973306 -0.302969 0.0 0.1 0.7 0.0001
H 12.192933 5.176443 -1.516656 0.3 0.4 0.1 -0.0001
H 11.111363 5.614712 -0.202445 -0.3 -0.4 0.0 0.0001
C 16.648619 1.154342 3.626664 0.1 0.3 -0.3 0.0006
C 16.757648 2.653360 3.767127 0.2 0.8 0.6 0.0013
O 15.698213 3.445121 3.210849 -0.2 0.3 -1.2 0.0413
C 14.373547 3.014825 3.474140 -0.5 -1.1 1.5 0.0004
C 14.094866 2.948122 4.975274 -0.2 0.6 0.0 0.0009
H 16.744116 0.839571 2.586886 0.1 0.1 0.0 -0.0001
H 17.513346 0.794635 4.186019 -0.2 -0.5 0.0 0.0005
H 15.712069 0.736876 3.989602 0.1 0.0 0.4 -0.0001
H 16.847042 3.016110 4.798126 -0.2 -0.6 0.2 -0.0002
H 17.702385 2.996677 3.340020 -0.3 0.0 -0.6 0.0020
H 13.609705 3.665644 3.061100 0.6 0.5 -0.5 -0.0022
H 14.195755 2.015927 3.065235 0.2 0.1 -0.3 0.0001
H 14.245955 3.929964 5.429788 0.1 0.0 -0.1 0.0004
H 14.704998 2.235546 5.527156 -0.1 -0.2 -0.1 -0.0001
H 13.033586 2.726400 5.106352 0.1 -0.3 0.1 0.0000
```
Positions in Å, forces in eV/Å.

Results
- Frontier orbital gap (alpha / beta): 8.46 / 8.33 eV
- E_tot: -106252.1219 eV
- Spin multiplicity: 3

=====

[5]
C7H20N3O3Si | ωB97M-V with the def2-TZVPD basis set

```
34
Properties=species:S:1:pos:R:3:forces:R:3:lowdin_charge:R:1
C -2.442752 -0.506263 0.744550 0.1 -0.2 -0.1 -0.4655
C 0.455809 2.455040 2.800766 -0.2 0.0 -0.2 -0.0947
C -0.025396 -3.334681 -0.979412 0.2 -0.2 0.0 -0.0681
C 2.939118 -0.764370 -1.517538 0.2 -0.2 -0.3 -0.1344
C -0.544487 0.583817 -3.394195 0.1 0.1 -0.3 -0.0756
C -0.476051 1.861533 1.751038 0.2 -0.2 0.2 -0.2377
C -0.275344 0.349727 1.628803 0.0 0.4 0.2 -0.1830
N -3.214493 -0.339905 1.802124 0.0 0.1 0.1 0.2492
N -1.140082 -0.240144 0.630168 0.7 0.0 0.0 0.0090
N -2.786500 -1.016982 -0.442611 -0.5 -0.4 -0.7 0.1305
O -0.366487 -2.083056 -1.551304 0.0 0.4 -0.3 -0.1570
O 2.012474 -0.160452 -0.634926 -0.6 0.4 0.2 -0.1468
O -0.985427 0.455085 -2.054748 0.0 0.2 0.1 -0.1511
Si -1.115847 -0.773947 -1.067740 -0.5 -0.1 0.8 0.3568
H 1.494748 2.277049 2.538012 0.2 0.0 0.0 0.0781
H 0.299550 3.527752 2.876116 0.1 0.1 0.1 0.0788
H 0.268257 2.016103 3.777480 0.0 0.0 0.1 0.0772
H 1.025339 -3.304173 -0.690730 -0.1 -0.1 0.0 0.0897
H -0.174890 -4.094365 -1.745464 0.0 0.0 0.1 0.0977
H -0.637012 -3.558991 -0.107298 -0.1 0.0 0.0 0.0900
H 3.797134 -0.113051 -1.701251 0.0 -0.1 0.0 0.0897
H 2.466427 -1.022478 -2.470253 0.1 0.0 0.0 0.0797
H 3.289977 -1.672615 -1.033703 0.0 0.0 -0.1 0.0852
H -1.001974 1.485658 -3.798016 0.1 -0.1 0.0 0.0971
H -0.837546 -0.279522 -3.986889 0.0 0.0 -0.1 0.0942
H 0.540429 0.680933 -3.415275 0.0 0.0 -0.1 0.0857
H -0.284706 2.320546 0.780216 -0.1 0.0 -0.1 0.1128
H -1.512004 2.083176 2.022216 0.0 0.0 -0.1 0.1038
H 0.747190 0.135146 1.317593 0.0 -0.1 0.2 0.1083
H -0.455910 -0.140728 2.592481 0.1 0.0 0.0 0.1309
H -2.854508 0.079427 2.642281 0.0 0.0 0.0 0.1258
H -4.193370 -0.565935 1.756693 0.0 0.0 0.1 0.1368
H 1.827783 0.731951 -0.949758 0.1 0.0 0.0 0.0830
H -3.717648 -1.278839 -0.713465 0.0 0.0 0.0 0.1236
```
Positions in Å, forces in eV/Å.

Results
- Frontier orbital gap: 10.84 eV
- Charge: +1
- E_tot: -26071.6083 eV
- Energy above the lowest of the compared OMol25 structures with the same formula, charge and spin: 0.0 kcal per mole

=====

[6]
C7H20NP | ωB97M-V with the def2-TZVPD basis set

```
29
Properties=species:S:1:pos:R:3:forces:R:3:lowdin_charge:R:1
C 3.491391 -0.734608 -1.082423 -0.2 -1.4 -2.0 -0.0020
C 2.821010 -0.544751 1.250532 0.3 3.1 3.9 -0.0033
C 3.191317 1.389191 -0.137440 -0.7 2.6 1.3 0.1733
C -2.780978 -1.458194 0.798070 2.0 1.1 1.1 -0.1420
C -2.829323 0.086975 -1.521041 1.6 0.3 -3.0 -0.2185
C -2.994270 1.553893 0.749342 -0.7 -1.2 -1.3 -0.1406
C -0.294342 0.078262 -0.027030 -1.5 -1.0 3.5 -0.1466
N 3.240173 0.150620 0.054489 -0.7 -1.2 -1.0 -0.1809
P -2.154674 0.058375 0.068735 0.1 1.5 0.8 0.8349
H 4.198763 -0.311792 -1.774266 -0.3 0.9 -0.5 0.1078
H 4.058245 -1.612386 -0.860268 0.2 -0.6 1.3 0.1025
H 2.591612 -1.185061 -1.646109 0.9 1.4 1.2 0.1520
H 2.759021 -1.541174 1.031688 -1.0 -2.4 -0.6 0.0685
H 3.619077 -0.533802 2.044542 -0.3 0.3 -0.9 0.1441
H 1.941759 -0.030511 1.813686 1.3 -1.2 -1.5 0.1376
H 0.270282 0.842185 0.525491 -0.7 -0.2 0.0 0.0547
H 2.900742 2.134740 0.661022 0.4 -1.3 -0.6 0.1614
H 3.333169 1.834811 -1.103141 0.5 -0.2 -0.5 0.1305
H -2.715917 -1.457525 1.885297 0.4 -0.2 0.0 0.0824
H -2.141610 -2.200312 0.333144 -0.4 -0.7 0.1 0.0735
H -3.804419 -1.494118 0.595605 -1.6 -0.5 -0.8 0.0550
H -2.377021 1.045387 -1.992094 -1.2 -1.5 0.4 0.1189
H -3.885698 0.130671 -1.358650 -0.7 0.4 -0.3 0.0587
H -2.632161 -0.798563 -2.192989 0.0 0.9 0.8 0.1058
H -2.837182 1.560925 1.788582 -0.1 0.3 1.4 0.0402
H -4.061461 1.353954 0.466590 0.7 0.0 0.8 0.0883
H -2.817717 2.523375 0.290221 0.7 -0.1 -0.1 0.0765
H -0.045285 -0.934633 0.341899 0.2 0.5 0.0 0.0628
H -0.044514 0.094078 -1.003474 0.8 0.3 -3.4 0.0046
```
Positions in Å, forces in eV/Å.

Results
- Frontier orbital gap: 11.55 eV
- Charge: +2
- E_tot: -18345.0874 eV
- Energy above the lowest of the compared OMol25 structures with the same formula, charge and spin: 0.0 kcal per mole